# 1
10
Properties=species:S:1:pos:R:3:forces:R:3:nbo_charge:R:1 method="wB97M-V/def2-TZVPD" total_charge=+1 smiles=Cc1[nH+]c2nn1-2 e_homo_ha="-0.5932 / -0.5933" energy_ev=-7632.2818 max_force_ev_per_a=4.96
C -1.2381 -2.4005 1.4743 3.2 2.4 0.6 0.6128
C -0.5369 -0.8725 0.2396 -2.1 -0.1 -4.0 0.4170
C -0.1924 0.3158 -0.5793 2.4 0.8 2.0 -0.6852
N -1.5972 -1.6596 -0.1511 1.2 3.4 -1.7 -0.0310
N -2.0727 -2.6400 0.5653 -1.6 -3.0 1.1 -0.1496
N -0.1661 -1.3881 1.3438 0.7 -2.0 4.5 -0.5202
H -0.5046 1.1708 0.0673 1.0 -0.2 -0.3 0.2752
H -0.7593 0.5035 -1.4303 -1.5 -0.7 -1.6 0.2867
H 0.8949 0.3474 -0.9371 -1.4 0.1 1.1 0.2840
H 0.5927 -1.1303 2.0751 -1.9 -0.8 -1.6 0.5102



# 2
108
Properties=species:S:1:pos:R:3:forces:R:3:mulliken_spin:R:1 method="wB97M-V/def2-TZVPD" total_charge=+1 e_homo_ha="-0.4166 / -0.4166" energy_ev=-47582.5824 max_force_ev_per_a=3.25 multiplicity=2
C 33.9209 -12.3605 -9.2453 -0.2 0.6 0.2 0.0000
C 32.9883 -12.4718 -8.0495 0.8 -0.4 -2.0 0.0000
C 33.1319 -13.7619 -7.3343 0.2 -0.6 1.0 0.0000
O 33.2605 -11.3772 -7.2262 -0.3 0.2 0.6 0.0000
H 33.6676 -13.0451 -10.0547 0.1 0.0 0.1 0.0000
H 34.9660 -12.4658 -8.9540 0.1 -0.1 0.0 0.0000
H 33.7504 -11.3380 -9.5821 0.4 0.0 -0.4 0.0000
H 31.9903 -12.4059 -8.4828 -0.4 0.1 0.2 0.0000
H 34.0316 -13.7765 -6.7192 0.2 0.2 -0.1 0.0000
H 33.2120 -14.6174 -8.0050 -0.5 0.0 0.0 0.0000
H 32.3045 -13.8338 -6.6284 -0.2 -0.6 0.0 0.0000
H 32.6398 -11.5027 -6.5047 0.1 0.5 0.5 0.0000
C 39.8037 -17.9009 -11.6812 0.3 -0.2 0.9 0.0138
C 39.0110 -18.4937 -12.8094 2.3 2.1 0.6 0.0420
C 37.5393 -18.7146 -12.4545 -1.8 1.2 -0.3 0.1955
O 39.0412 -17.5084 -13.7885 -0.2 -0.4 1.4 0.6683
H 39.7104 -18.5180 -10.7876 0.2 0.0 0.0 -0.0010
H 39.4691 -16.8981 -11.4155 -0.4 -0.1 -0.1 -0.0013
H 40.8513 -17.7729 -11.9537 0.0 -0.4 0.0 0.0068
H 39.4407 -19.4204 -13.1896 -0.2 -0.5 -0.4 0.0541
H 37.1547 -17.7936 -12.0163 0.4 0.0 0.7 -0.0021
H 37.4873 -19.5500 -11.7563 -0.1 -0.1 -0.4 0.0160
H 36.9280 -18.6879 -13.3566 -0.1 -1.3 -0.1 -0.0044
H 38.7092 -17.8970 -14.6011 -0.6 -0.3 -2.7 -0.0030
C 34.6390 -19.2967 -10.4396 0.1 0.3 -0.4 0.0024
C 33.8196 -20.2874 -9.6573 -1.2 -1.5 -0.1 0.0008
C 33.5217 -21.5944 -10.4018 0.1 0.1 -0.8 0.0000
O 34.4391 -20.6345 -8.4728 1.8 0.4 1.7 0.0025
H 34.5572 -18.2956 -10.0162 0.0 -0.1 0.0 0.0004
H 34.2659 -19.2839 -11.4636 -0.1 0.2 -0.1 -0.0001
H 35.7000 -19.5359 -10.5101 0.0 -0.4 0.3 0.0007
H 32.8889 -19.8094 -9.3516 -0.4 0.2 -0.5 0.0025
H 34.4506 -22.1250 -10.6109 0.3 0.2 -0.2 0.0002
H 33.0077 -21.4272 -11.3484 0.0 0.1 -0.1 0.0000
H 32.9332 -22.3392 -9.8661 -0.3 0.4 0.4 0.0001
H 34.2110 -21.5026 -8.1322 -0.3 0.0 -0.3 -0.0001
C 31.2704 -10.4217 -14.5871 -0.2 0.8 0.8 0.0000
C 32.4934 -10.5617 -13.6623 -1.9 -1.2 -0.3 0.0000
C 32.2001 -11.3535 -12.3558 0.3 0.9 0.3 0.0000
O 33.3870 -11.3312 -14.4300 1.1 -0.2 0.1 0.0000
H 30.9500 -11.3872 -14.9787 0.2 0.1 0.0 0.0000
H 31.4818 -9.7116 -15.3865 0.2 -0.3 -0.3 0.0000
H 30.4356 -9.9650 -14.0554 -0.2 -0.1 0.2 0.0000
H 32.8847 -9.5650 -13.4586 0.2 0.0 0.3 0.0000
H 31.9616 -12.4122 -12.4579 -0.1 0.1 -0.7 0.0000
H 31.4084 -10.9214 -11.7437 -0.1 0.3 -0.2 0.0000
H 33.0905 -11.3466 -11.7271 0.1 0.1 0.0 0.0000
H 33.6590 -12.0181 -13.8171 0.6 -0.5 -0.2 0.0000
C 28.5380 -12.9812 -14.0366 0.1 -0.6 -0.7 0.0000
C 28.2582 -13.7594 -12.7519 1.9 0.8 -0.4 0.0000
C 29.4657 -13.7304 -11.8006 -0.5 -0.1 0.4 0.0000
O 27.2007 -13.1386 -12.0948 -1.2 -0.3 0.4 0.0000
H 29.5417 -13.1301 -14.4347 0.2 0.0 0.3 0.0000
H 28.3765 -11.9121 -13.8993 0.1 0.0 0.1 0.0000
H 27.8925 -13.3247 -14.8449 -0.3 0.2 0.1 0.0000
H 28.0435 -14.7965 -13.0097 -0.5 0.0 0.3 0.0000
H 29.0890 -14.0456 -10.8275 0.2 -0.6 0.0 0.0000
H 29.8103 -12.7205 -11.5782 0.1 0.2 -0.5 0.0000
H 30.3020 -14.3429 -12.1376 0.0 0.0 0.1 0.0000
H 27.4694 -12.2211 -12.0077 -0.2 0.2 0.1 0.0000
C 38.8407 -11.7098 -11.0586 0.9 1.5 -0.2 0.0000
C 37.5170 -11.9416 -11.7532 1.5 1.1 -0.6 0.0000
C 37.6503 -11.6604 -13.2691 -0.3 0.8 0.7 0.0000
O 37.2725 -13.2616 -11.4589 -2.1 -2.4 -0.2 0.0004
H 38.9895 -10.6320 -10.9932 0.4 0.0 0.3 0.0000
H 39.6790 -12.1009 -11.6352 0.0 0.0 -0.5 0.0000
H 38.9860 -12.1902 -10.0910 -0.7 0.3 0.2 0.0000
H 36.7594 -11.2783 -11.3358 -0.3 -0.4 0.2 0.0000
H 38.0506 -10.6487 -13.3338 0.6 -0.1 -0.2 0.0000
H 36.7303 -11.5360 -13.8403 -0.3 -0.6 0.3 0.0000
H 38.3013 -12.3975 -13.7391 0.1 0.1 -0.1 0.0000
H 38.0141 -13.7534 -11.8191 0.0 -0.2 0.0 -0.0001
C 34.7102 -15.4743 -13.9728 -0.1 -0.6 -0.6 0.0001
C 34.0105 -14.9383 -12.7416 1.2 0.1 1.5 -0.0001
C 34.3123 -15.6983 -11.4074 -1.2 -1.1 -1.2 -0.0008
O 34.4057 -13.6026 -12.4960 -0.7 1.1 -0.6 -0.0002
H 34.3354 -16.4575 -14.2574 -0.2 -0.2 0.1 0.0009
H 35.7914 -15.5896 -13.8970 0.2 0.2 0.5 0.0007
H 34.5430 -14.8465 -14.8480 -0.2 0.3 0.1 0.0000
H 32.9408 -14.8866 -12.9446 -0.1 -0.1 0.2 0.0003
H 35.3747 -15.8986 -11.2687 0.1 0.5 0.2 -0.0004
H 33.8541 -16.6872 -11.4243 0.0 -0.3 -0.4 0.0003
H 33.8108 -15.2667 -10.5412 0.5 0.6 -0.1 0.0000
H 35.3394 -13.5154 -12.2905 0.5 -0.4 0.2 0.0002
C 38.1509 -17.7884 -18.6875 -0.4 0.0 -0.9 0.0003
C 37.9631 -17.2316 -17.3001 -2.4 0.7 -1.4 -0.0017
C 36.4639 -17.1517 -16.9495 0.1 0.7 -0.1 0.0016
O 38.5510 -18.0890 -16.3919 1.4 -1.0 2.0 0.0047
H 37.7431 -17.0943 -19.4224 0.0 0.0 0.0 0.0000
H 37.6002 -18.7209 -18.8100 -0.2 0.0 0.2 -0.0001
H 39.1644 -18.0204 -19.0148 0.3 0.3 0.4 0.0000
H 38.3301 -16.2091 -17.2108 0.5 0.0 0.0 0.0004
H 35.9764 -18.0918 -16.6916 0.4 -0.2 0.0 -0.0004
H 35.8836 -16.7427 -17.7766 0.2 0.1 -0.1 0.0000
H 36.3420 -16.4307 -16.1412 -0.2 -0.2 0.2 -0.0003
H 39.4091 -18.2933 -16.7706 0.3 -0.4 0.2 -0.0002
C 32.3855 -17.6153 -17.1042 -0.9 0.2 -0.6 0.0000
C 31.0631 -16.9093 -16.8358 -0.8 -0.9 -0.5 0.0000
C 31.1845 -15.7750 -15.9002 1.0 1.2 0.6 0.0000
O 30.5117 -16.4669 -18.0776 0.7 -0.2 -0.4 0.0000
H 32.1450 -18.4723 -17.7334 0.3 -0.2 0.1 0.0000
H 32.8466 -17.9183 -16.1641 0.1 0.0 -0.1 0.0000
H 33.0169 -16.9519 -17.6952 0.2 0.1 0.2 0.0000
H 30.3676 -17.6534 -16.4478 -0.1 -0.2 0.3 0.0000
H 32.1141 -15.2581 -16.1386 0.1 0.4 -0.1 0.0000
H 31.3153 -16.0654 -14.8578 -0.4 -0.1 0.1 0.0000
H 30.3913 -15.0386 -16.0287 -0.2 -0.2 0.3 0.0000
H 29.7057 -15.9697 -17.9201 0.0 0.0 0.1 0.0000



# 3
60
Properties=species:S:1:pos:R:3:forces:R:3:nbo_charge:R:1 method="wB97M-V/def2-TZVPD" smiles="COC(=O)CC[C@H](NC(=O)OCc1ccccc1)C(=O)N[C@@H](CC(C)C)C(=O)OC" e_homo_ha=-0.3437 energy_ev=-39579.0730 max_force_ev_per_a=0.63
C -0.2695 3.9421 2.9755 -0.2 0.2 0.4 -0.2727
H -0.9750 3.1380 3.1956 0.0 0.0 0.0 0.1926
H -0.7208 4.9019 3.2314 0.1 -0.1 0.0 0.2122
H 0.6556 3.7910 3.5274 0.0 0.0 -0.1 0.1959
O 0.0632 3.9150 1.5918 0.4 -0.2 -0.1 -0.5319
C -0.6731 4.6782 0.7607 0.0 0.2 -0.2 0.7993
O -1.5657 5.3899 1.1311 -0.1 0.0 0.0 -0.5921
C -0.2306 4.5083 -0.6727 -0.1 0.0 0.0 -0.5207
C -1.3206 3.8255 -1.5118 0.1 -0.2 0.0 -0.3891
H -1.1339 4.0403 -2.5641 0.0 0.0 0.0 0.2337
H -2.2913 4.2405 -1.2358 0.0 0.0 -0.1 0.2276
C -1.3527 2.3021 -1.3619 -0.1 0.2 -0.3 -0.1328
N -1.4536 1.8913 0.0213 0.0 0.2 0.1 -0.6438
C -2.2033 0.8372 0.4059 0.2 0.3 0.3 0.8988
O -2.9031 0.1851 -0.3325 -0.2 -0.4 -0.2 -0.6705
O -2.0636 0.6260 1.7327 0.1 0.3 0.0 -0.5221
C -2.6702 -0.5671 2.2479 -0.2 -0.3 -0.1 -0.1103
C -1.7088 -1.7228 2.1455 -0.1 0.2 0.1 0.0219
C -1.6244 -2.4580 0.9694 -0.1 0.0 0.0 -0.2327
C -0.7009 -3.4815 0.8524 0.0 -0.1 -0.1 -0.2014
C 0.1472 -3.7791 1.9053 0.1 0.0 0.0 -0.2170
C 0.0676 -3.0494 3.0796 0.1 0.0 0.1 -0.2141
C -0.8544 -2.0241 3.1983 -0.1 0.0 0.0 -0.2308
H -0.9120 -1.4522 4.1135 0.0 0.1 0.1 0.2097
H 0.7268 -3.2780 3.9047 0.0 0.0 0.1 0.2136
H 0.8691 -4.5780 1.8145 0.0 -0.1 0.0 0.2127
H -0.6510 -4.0434 -0.0681 0.0 0.0 -0.1 0.2190
H -2.2735 -2.2238 0.1395 -0.1 0.0 -0.1 0.2425
H -3.5837 -0.7707 1.6804 0.1 0.1 0.2 0.2167
H -2.9126 -0.3405 3.2880 0.0 0.0 -0.1 0.1967
H -0.7887 2.2661 0.6801 0.0 -0.1 0.1 0.4241
C -0.1210 1.6367 -2.0135 -0.6 -0.1 0.2 0.6763
O 0.7934 2.2576 -2.5143 0.4 0.3 -0.3 -0.6364
N -0.1589 0.2943 -1.9467 -0.1 -0.6 -0.1 -0.6304
H -0.9844 -0.1946 -1.6188 -0.1 0.1 0.0 0.4427
C 0.8907 -0.5306 -2.4968 0.4 0.2 -0.1 -0.1504
C 0.3623 -1.9478 -2.6332 0.0 0.4 -0.1 0.8106
O -0.7135 -2.3111 -2.2370 -0.1 -0.1 0.1 -0.6078
O 1.2414 -2.7346 -3.2507 0.3 0.2 -0.1 -0.5036
C 0.8721 -4.0994 -3.4116 -0.3 -0.3 0.0 -0.2636
H -0.1779 -4.1764 -3.6993 0.1 0.0 0.0 0.2044
H 1.0270 -4.6403 -2.4758 0.0 0.0 -0.1 0.1872
H 1.5160 -4.5028 -4.1888 0.0 0.0 0.1 0.2000
C 2.1896 -0.5157 -1.6673 -0.2 -0.2 0.0 -0.3863
H 2.9435 -1.0402 -2.2571 0.0 0.1 0.0 0.2170
H 2.5036 0.5239 -1.5633 0.0 0.0 -0.1 0.2281
C 2.0929 -1.1720 -0.2838 0.2 0.2 0.0 -0.2291
C 3.5008 -1.4781 0.2266 -0.3 -0.1 -0.1 -0.5966
H 4.0765 -0.5597 0.3171 0.1 0.1 0.0 0.2029
H 4.0239 -2.1465 -0.4536 0.1 -0.1 -0.1 0.2039
H 3.4535 -1.9523 1.2040 0.0 0.0 0.1 0.2079
C 1.3601 -0.2889 0.7221 -0.1 -0.3 -0.1 -0.6129
H 0.3107 -0.1967 0.4643 -0.1 0.1 0.1 0.2135
H 1.8047 0.7040 0.7518 0.1 0.2 0.0 0.2003
H 1.4197 -0.7255 1.7166 0.0 0.0 0.1 0.2131
H 1.5451 -2.1173 -0.3721 0.0 0.0 0.0 0.1949
H 1.1441 -0.1535 -3.4977 -0.1 -0.1 0.1 0.2388
H -2.2442 1.9074 -1.8659 0.2 0.1 0.1 0.2488
H -0.0623 5.5073 -1.0778 0.0 0.0 0.1 0.2464
H 0.6979 3.9428 -0.7231 0.0 0.1 0.0 0.2456